A molecular structure, C50H47BN9O5SY at a distorted geometry. Source: OMol25; level of theory: the ωB97M-V functional and the def2-TZVPD basis.

```
! wB97M-V def2-TZVPD RIJCOSX def2/J DEFGRID3
* xyz 0 1
Y -0.2995 -1.0455 0.9150
S -2.8048 -3.9570 -0.4815
O 1.6431 -1.2968 2.6371
O 2.6246 2.6908 -1.5169
O -1.0258 0.2404 -0.5197
O 1.7558 -0.4036 0.2884
O 0.4590 3.3158 -1.6685
N -3.3608 -0.5495 1.1146
N -3.2799 -1.4981 0.1511
N -5.6348 -1.4525 2.6835
N 0.9832 -3.2953 0.7874
N -4.7057 -0.6685 3.2009
N -1.1867 0.5269 2.5845
N -1.4001 -2.4463 2.7208
N -2.7639 -2.2958 2.8267
N -2.3556 0.1881 3.2385
C 3.6365 -0.2125 -1.2713
C 2.6145 0.5178 -0.3506
C 1.8959 3.6811 -3.5970
C 4.2874 2.4703 3.1238
C -0.9819 1.0268 4.7790
C -0.3275 0.3207 -2.8207
C -0.3865 1.0532 3.5228
C -3.3549 -3.4622 3.1784
C -0.7254 1.0997 -1.5629
C 0.5623 -1.6469 -3.9395
C 2.2197 -2.5552 2.7703
C 1.8427 -4.9791 -0.6843
C 3.9722 -2.1152 -2.6884
C 4.7790 0.3872 -1.7955
C 5.1283 -1.5373 -3.1573
C -4.4008 3.2944 -2.0045
C 3.2455 -1.4537 -1.7424
C -0.2624 1.0214 -4.0194
C 2.1257 -3.3824 1.5130
C 0.8675 -4.0392 -0.3003
C -2.2997 2.9267 -0.8884
C -1.9627 1.9363 -1.7965
C 3.1278 -4.2430 1.1819
C -5.2434 0.3825 3.8624
C -6.5770 0.2162 3.8265
C -2.8261 1.6807 -2.8597
C -4.6274 0.1152 -0.5847
C 2.9962 -5.0223 0.0432
C -6.7763 -0.9463 3.0543
C 0.2065 0.3813 -5.1506
C 1.7375 3.6920 -2.0749
C -4.0720 -1.1348 -0.8530
C -2.2266 0.4738 4.5419
C 5.5711 -0.2884 -2.7165
C 4.9861 1.4498 2.4598
C 2.1930 5.0384 -1.4561
C 3.2575 1.3418 0.7648
C 4.4760 0.9066 1.2830
C 3.1028 2.9538 2.5977
C -3.4916 3.5887 -0.9702
C 1.8703 1.4621 -1.3626
C 2.6095 2.4003 1.4038
C -4.1351 0.4595 0.6366
C -1.1576 -3.7158 3.0176
C -2.2419 -2.5126 -0.0140
C -4.0689 2.3338 -2.9546
C -2.3518 -4.3955 3.3212
C 0.6080 -0.9485 -5.1148
C 0.0882 -1.0202 -2.8063
C 0.4866 1.9923 -1.0941
B -3.2701 -0.8656 2.6583
H 1.8148 5.9140 -1.9577
H 2.8849 4.0960 -3.8250
H 1.8588 0.9521 -2.3347
H 0.9502 -1.4235 -6.0207
H 4.6825 2.8031 4.0833
H -4.7262 2.0267 -3.7459
H 1.9264 5.0462 -0.3974
H 5.9206 1.0357 2.8917
H 0.6080 1.3221 3.2463
H -2.5967 0.9237 -3.6157
H 1.6604 -5.5747 -1.5806
H 1.1324 4.3039 -4.0431
H -2.9520 0.1831 5.2869
H -7.6833 -1.3989 2.7376
H 1.6981 -3.0388 3.5746
H 1.8020 2.6762 -4.0000
H 0.2772 1.0164 -6.0436
H 3.6934 -3.1053 -3.1127
H 4.0517 -4.2459 1.7848
H 3.2711 -2.4465 3.0436
H -7.3173 0.8463 4.3021
H 6.4323 0.2036 -3.1500
H -4.4181 -3.5216 3.2148
H -5.3763 3.7481 -2.0128
H 2.3291 -1.8929 -1.2998
H 2.6003 3.7509 3.0834
H 2.0918 -0.8457 1.8149
H -0.4654 2.0879 -4.0561
H -5.3029 0.6960 -1.2111
H -0.0400 -3.8621 -0.8752
H -2.4938 -5.4347 3.5465
H -4.1414 -1.7632 -1.7256
H 0.0095 -1.6231 -1.9093
H 4.9321 0.1030 0.7721
H 1.7244 2.8342 0.9589
H -3.8235 4.3126 -0.2111
H -1.6163 3.1300 -0.0646
H 3.2751 5.0341 -1.5723
H -0.1565 -4.1421 3.0499
H 3.8141 -5.6674 -0.3069
H -4.3278 1.3482 1.2320
H 0.8333 -2.7138 -3.9511
H -4.6542 1.1998 4.3018
H 5.0440 1.4370 -1.5351
H 0.2711 2.1464 -0.0352
H -0.5574 1.3658 5.7554
H 5.6848 -2.0242 -3.9582
*
```

The energy comes out at -88820.573 eV. For the energy above the lowest of the compared OMol25 structures with the same formula, charge and spin, the calculation gives 0.0000 eV. The value obtained for the HOMO-LUMO gap is 0.286 hartree.

Löwdin atomic charge list, values in e, 2 entries: 1.478 0.660